Entry 1:
17
Properties=species:S:1:pos:R:3 method="wB97M-V/def2-TZVPD" gap_ev="7.32 / 3.90" total_charge=+1 e_tot_ha=-971.6959 spin_multiplicity=2 e_lumo_ev="-4.73 / -8.13"
C -0.980 -0.073 2.707
S 0.659 0.193 2.016
S 1.067 -1.511 1.084
H -1.646 -0.226 1.848
H -1.210 0.862 3.213
H -1.030 -1.019 3.245
H 2.026 -0.976 0.298
C -0.417 0.126 -3.912
C -0.962 1.381 -3.245
N -1.178 1.173 -1.808
H -1.045 -0.152 -4.749
H 0.616 0.201 -4.255
H -0.479 -0.714 -3.219
H -0.275 2.218 -3.397
H -1.938 1.630 -3.652
H -0.301 0.937 -1.362
H -1.596 1.992 -1.387

=====

Entry 2:
17
Properties=species:S:1:pos:R:3 method="wB97M-V/def2-TZVPD" gap_ev=7.88 e_tot_ha=-754.5048 e_lumo_ev=0.30
C 1.260 1.542 -0.669
C -0.235 1.631 -0.339
C 1.877 0.282 -0.084
N -1.117 0.578 -0.902
Si -0.518 -1.012 -0.547
Si -1.260 -2.359 1.175
H 1.496 1.499 -1.721
H 1.812 2.608 -0.342
H -0.450 1.627 0.816
H -0.633 2.617 -0.689
H 2.607 -0.084 -0.684
H 1.741 0.269 0.953
H -1.461 0.664 -1.834
H -0.379 -1.830 -1.958
H -1.096 -3.672 0.622
H -2.667 -2.185 1.316
H -0.297 -2.277 2.458

=====

Entry 3:
17
Properties=species:S:1:pos:R:3 method="wB97M-V/def2-TZVPD" gap_ev=6.79 total_charge=-1 e_tot_ha=-669.4301 e_lumo_ev=2.62
C -0.160 -0.196 -1.916
C -0.018 -0.665 -0.501
C 1.296 -1.010 0.074
S 2.360 0.437 0.239
H 0.871 0.057 -2.215
H -0.509 -0.992 -2.579
H -0.872 0.617 -2.038
H -0.819 -1.327 -0.178
H -0.289 0.317 0.178
H 1.174 -1.659 0.938
H 1.826 -1.688 -0.628
H -0.114 1.136 0.292
H -3.616 0.514 -0.561
O -2.673 0.376 -0.414
H -2.970 0.254 2.278
H -2.049 0.403 1.050
O -2.087 0.533 2.066

=====

Entry 4:
17
Properties=species:S:1:pos:R:3 method="wB97M-V/def2-TZVPD" gap_ev=6.83 total_charge=-1 e_tot_ha=-669.6202 e_lumo_ev=3.87
C -0.567 -1.159 -0.508
C -1.017 -0.470 0.787
C -2.038 0.643 0.553
S -1.318 2.170 -0.145
H -1.348 -1.799 -0.919
H 0.325 -1.746 -0.328
H -0.325 -0.411 -1.261
H -1.445 -1.223 1.447
H -0.136 -0.066 1.287
H -2.536 0.910 1.489
H -2.832 0.262 -0.106
H 2.887 0.188 -0.085
H 2.814 -1.323 -0.042
O 3.454 -0.601 0.055
H 0.680 1.708 -0.360
H 1.736 1.436 -1.414
O 1.667 1.481 -0.450

=====

Entry 5:
17
Properties=species:S:1:pos:R:3 method="wB97M-V/def2-TZVPD" gap_ev="10.61 / 7.04" e_tot_ha=-669.5089 spin_multiplicity=2 e_lumo_ev="0.67 / -2.52"
C -1.682 1.205 0.070
C -0.383 1.163 -0.710
C 0.639 0.155 -0.231
S 0.204 -1.593 -0.185
H -2.393 0.441 -0.217
H -2.126 2.193 -0.026
H -1.466 1.100 1.131
H -0.596 1.049 -1.775
H 0.096 2.142 -0.643
H 0.812 0.299 0.853
H 1.619 0.335 -0.672
H 3.258 -0.906 -0.997
H 3.194 -2.048 -1.962
O 3.835 -1.548 -1.431
H -2.446 -1.388 2.240
H -0.973 -1.429 1.929
O -1.592 -1.169 2.627

=====

Entry 6:
17
Properties=species:S:1:pos:R:3 method="wB97M-V/def2-TZVPD" gap_ev=8.43 total_charge=-1 e_tot_ha=-346.6358 e_lumo_ev=4.12
C -1.811 0.339 0.134
O -1.310 -0.984 0.320
C -0.743 1.199 -0.565
C 0.350 1.615 0.451
H -2.035 0.677 1.149
H -2.703 0.280 -0.508
H -1.154 2.079 -1.055
H -0.280 0.546 -1.300
H 1.319 1.312 0.041
H 0.311 1.074 1.393
H 0.360 2.693 0.624
H 1.770 -1.658 -0.059
H 2.195 -2.398 1.414
O 2.496 -1.732 0.793
H -0.584 -1.133 -0.329
H 0.880 -2.409 -1.403
O 0.939 -1.498 -1.099